Record 1
Here is a 2-piece molecular cluster, C11H15N2O overall in a non-equilibrium geometry from the OMol25 dataset. Energies are from ωB97M-V/def2-TZVPD.

```
! RIJCOSX wB97M-V def2-TZVPD def2/J DEFGRID3
* xyz 1 1
C 0.752 -1.675 -3.084
C -0.203 -2.297 -2.306
C 0.912 -0.337 -3.029
C -1.003 -1.528 -1.457
C 0.161 0.480 -2.151
C -0.777 -0.121 -1.323
C -0.525 1.318 2.452
C 0.603 0.515 1.829
C 1.424 1.209 0.828
C 1.286 -0.376 2.752
C -1.559 0.792 -0.345
N -2.781 0.465 -0.521
N -0.800 0.305 1.436
O -3.711 -0.206 -0.242
H 1.341 -2.379 -3.742
H -0.264 -3.428 -2.310
H 1.493 0.343 -3.675
H -1.594 -2.036 -0.797
H 0.357 1.556 -2.404
H -0.849 1.164 3.427
H -0.925 2.342 2.081
H 2.199 1.976 1.240
H 0.658 1.922 0.488
H 1.838 0.585 0.068
H 2.064 0.183 3.425
H 1.769 -1.354 2.329
H 0.534 -0.701 3.444
H -1.177 1.873 -0.329
H -1.222 -0.591 1.915
*
```

Calculated values
- HOMO energy (spin up / spin down) (eV) = -13.233 / -13.233
- F_max (eV/Å) = 3.90
- calculated total energy (eV) = -16664.7056

---

Record 2
Here is an isolated ion of composition C11H15N2O2 and charge +1 in a non-equilibrium geometry from the OMol25 dataset. Energies are from ωB97M-V/def2-TZVPD.

```
! RIJCOSX wB97M-V def2-TZVPD def2/J DEFGRID3
* xyz 1 1
C -0.875 1.651 0.840
C 0.818 1.658 -0.897
C -0.880 3.058 0.797
C 0.787 3.072 -0.882
C -0.083 1.010 -0.081
C -0.072 3.763 -0.059
C 0.143 -0.508 0.012
C 0.154 -3.245 0.078
C -0.044 5.256 0.037
C -1.238 -3.507 -0.333
C 0.964 -4.528 0.253
N -0.014 -1.163 1.129
N 0.669 -1.160 -0.983
O 0.274 -2.473 1.263
O 1.030 -2.432 -0.957
H -1.661 1.280 1.417
H 1.459 0.991 -1.494
H -1.608 3.564 1.359
H 1.458 3.544 -1.518
H -1.024 5.700 -0.336
H 0.152 5.403 1.076
H 0.810 5.770 -0.414
H -1.793 -2.767 -1.053
H -1.985 -3.694 0.493
H -1.130 -4.464 -0.805
H 1.009 -5.037 -0.723
H 0.451 -5.238 0.912
H 1.799 -4.183 0.805
H -0.404 -0.775 1.944
H 0.834 -0.546 -1.878
*
```

Calculated values
- HOMO energy (eV) = -13.025
- F_max (eV/Å) = 4.78
- calculated total energy (eV) = -18714.8726

---

Record 3
Here is one molecule with the formula C11H15N3O3S in a non-equilibrium geometry from the OMol25 dataset. Energies are from ωB97M-V/def2-TZVPD.

```
! RIJCOSX wB97M-V def2-TZVPD def2/J DEFGRID3
* xyz 0 1
C 2.607 0.440 3.940
H 3.225 -0.082 4.680
O 2.100 -0.453 2.981
C 3.112 -1.113 2.250
C 2.431 -2.052 1.254
N 1.558 -1.320 0.370
C 2.002 -0.768 -0.776
S 3.495 -1.055 -1.421
N 1.154 0.074 -1.444
C -0.166 0.398 -1.136
C -0.517 1.753 -1.112
C -1.799 2.148 -0.809
C -2.752 1.172 -0.534
C -2.430 -0.177 -0.609
C -1.145 -0.589 -0.923
C -0.866 -2.049 -1.101
H -0.636 -2.530 -0.151
H -1.743 -2.539 -1.517
H -0.024 -2.206 -1.770
H -3.209 -0.905 -0.440
N -4.093 1.561 -0.199
O -4.352 2.747 -0.199
O -4.887 0.682 0.065
H -2.078 3.189 -0.771
H 0.241 2.492 -1.324
H 1.617 0.651 -2.134
H 0.788 -0.858 0.837
H 1.830 -2.784 1.797
H 3.186 -2.560 0.651
H 3.764 -1.688 2.923
H 3.730 -0.381 1.708
H 1.747 0.887 4.434
H 3.211 1.226 3.470
*
```

Calculated values
- HOMO energy (eV) = -8.502
- F_max (eV/Å) = 1.46
- calculated total energy (eV) = -33095.9263

---

Record 4
Here is one molecule with the formula C11H15N3OS from the OMol25 dataset. Energies are from ωB97M-V/def2-TZVPD.

```
! RIJCOSX wB97M-V def2-TZVPD def2/J DEFGRID3
* xyz 0 1
C -3.633 1.880 -0.820
C -3.071 1.069 0.055
C -2.009 0.072 -0.311
N -0.715 0.469 0.206
C 0.182 1.112 -0.570
N 1.322 1.544 0.017
H 2.012 1.921 -0.613
C 1.700 1.221 1.382
N 0.958 0.100 1.896
C -0.440 0.289 1.623
H -0.999 -0.584 1.971
H -0.774 1.171 2.191
C 1.491 -1.215 1.540
C 1.507 -1.539 0.080
C 0.652 -2.262 -0.700
C 1.157 -2.187 -2.020
C 2.280 -1.427 -1.946
O 2.505 -1.033 -0.681
H 2.975 -1.098 -2.693
H 0.734 -2.630 -2.898
H -0.226 -2.783 -0.376
H 0.888 -1.958 2.065
H 2.512 -1.254 1.931
H 2.770 1.002 1.418
H 1.495 2.088 2.031
S -0.029 1.379 -2.191
H -2.251 -0.915 0.100
H -1.917 0.002 -1.397
H -3.335 1.111 1.104
H -4.378 2.603 -0.532
H -3.364 1.854 -1.862
*
```

Calculated values
- HOMO energy (eV) = -7.727
- F_max (eV/Å) = 0.96
- calculated total energy (eV) = -29002.1819

---

Record 5
Here is a 2-piece molecular cluster, C11H15NO overall in a non-equilibrium geometry from the OMol25 dataset. Energies are from ωB97M-V/def2-TZVPD.

```
! RIJCOSX wB97M-V def2-TZVPD def2/J DEFGRID3
* xyz 0 1
C -2.035 -1.517 0.319
C -2.126 0.789 -0.842
C -1.663 -0.102 0.067
C -0.571 1.879 0.350
C -0.679 0.584 0.876
C 0.516 2.685 0.696
C 0.144 0.151 1.922
C 1.360 2.237 1.683
C 1.104 1.028 2.364
N -1.468 2.008 -0.668
H -2.508 0.588 -1.831
H -1.614 2.813 -1.249
H -1.779 -1.950 1.283
H -1.694 -2.226 -0.430
H 0.712 3.602 0.152
H -0.022 -0.848 2.305
H 2.067 2.918 2.141
H 1.584 0.858 3.313
H -3.118 -1.682 0.258
C 0.814 -1.995 -1.693
C 1.469 -0.702 -1.275
O 1.480 -3.142 -1.176
H -0.175 -2.021 -1.245
H 0.720 -2.079 -2.778
H 1.826 -0.654 -0.246
H 2.392 -2.926 -0.973
H 0.937 0.241 -1.383
H 2.330 -0.532 -1.939
*
```

Calculated values
- HOMO energy (eV) = -7.988
- F_max (eV/Å) = 1.86
- calculated total energy (eV) = -15187.1626

---

Record 6
Here is a 2-piece molecular cluster, C11H15NOS overall in a non-equilibrium geometry from the OMol25 dataset. Energies are from ωB97M-V/def2-TZVPD.

```
! RIJCOSX wB97M-V def2-TZVPD def2/J DEFGRID3
* xyz 0 3
C 2.805 -3.755 0.327
C 1.073 -1.894 -1.206
C 0.545 -0.706 -1.935
C 1.637 -1.654 -0.007
C 0.606 0.381 -1.136
C 1.338 -2.729 2.188
C -1.335 3.052 0.756
C -2.984 1.429 -0.303
C -1.446 2.944 -1.637
C 2.261 -2.506 0.972
C -1.907 2.484 -0.526
N 3.284 -4.596 -0.308
O 0.746 0.501 1.498
S 1.630 0.181 0.345
H 0.906 -2.712 -1.843
H -0.119 -0.690 -2.797
H 0.636 -3.660 1.978
H 1.885 -3.000 3.087
H 0.648 -1.857 2.285
H -0.606 2.473 1.348
H -0.812 3.967 0.524
H -2.132 3.173 1.362
H -2.513 0.499 0.050
H -3.477 1.009 -1.197
H -3.624 1.779 0.459
H -0.824 3.769 -1.584
H -1.621 2.804 -2.689
H 0.222 1.318 -1.152
H 3.179 -2.002 1.142
*
```

Calculated values
- HOMO energy (spin up / spin down) (eV) = -6.271 / -8.931
- F_max (eV/Å) = 4.65
- calculated total energy (eV) = -26015.1353

---

Record 7
Here is one molecule with the formula C11H15NOS2 in a non-equilibrium geometry from the OMol25 dataset. Energies are from ωB97M-V/def2-TZVPD.

```
! RIJCOSX wB97M-V def2-TZVPD def2/J DEFGRID3
* xyz 0 1
C 5.126 1.813 1.109
N 4.415 0.626 1.164
C 3.821 0.081 0.135
S 3.792 0.415 -1.438
S 2.797 -1.613 0.580
C 1.949 -2.108 -0.752
H 2.651 -2.029 -1.433
C 0.719 -1.221 -1.246
O -0.261 -1.502 -0.219
C -1.346 -0.882 -0.130
C -2.301 -0.903 0.966
C -3.560 -0.362 0.941
C -3.832 0.287 -0.028
C -2.977 0.812 -0.936
C -1.784 0.067 -1.214
H -1.211 0.277 -1.804
H -3.248 1.275 -1.681
C -5.212 1.114 0.291
H -5.257 1.911 -0.716
H -6.014 0.490 0.407
H -5.240 1.782 1.016
H -4.227 -0.579 2.033
H -1.934 -1.705 1.746
H 0.309 -1.503 -1.939
H 0.963 0.003 -1.399
H 1.860 -3.048 -0.645
H 4.163 0.070 2.095
H 5.117 2.266 -0.057
H 6.019 1.575 1.458
H 4.701 2.590 1.694
*
```

Calculated values
- HOMO energy (eV) = -8.006
- F_max (eV/Å) = 19.44
- calculated total energy (eV) = -36846.4913

---

Record 8
Here is one molecule with the formula C11H15NS in a non-equilibrium geometry from the OMol25 dataset. Energies are from ωB97M-V/def2-TZVPD.

```
! RIJCOSX wB97M-V def2-TZVPD def2/J DEFGRID3
* xyz 0 1
C -1.941 2.202 -0.224
C -2.980 1.701 0.533
C -1.046 1.303 -0.876
C -3.221 0.367 0.601
C -1.232 -0.095 -0.724
C -2.351 -0.545 -0.029
C 0.892 -1.025 -1.229
C 2.828 -1.621 0.173
C 0.894 -0.042 1.266
C 2.480 0.591 -0.751
C 1.670 -0.499 -0.030
N -0.359 -0.918 -1.335
S -2.818 -2.216 0.030
H -1.575 3.184 -0.188
H -3.648 2.442 0.993
H -0.246 1.740 -1.287
H -3.922 -0.158 1.211
H 1.355 -1.631 -1.983
H 3.440 -1.495 -0.636
H 2.424 -2.553 0.353
H 3.398 -1.291 1.112
H 0.182 -0.784 1.590
H 1.457 0.079 2.185
H 0.314 0.830 1.263
H 3.006 0.146 -1.600
H 3.145 1.040 -0.003
H 1.765 1.389 -1.063
H -3.911 -2.139 0.648
*
```

Calculated values
- HOMO energy (eV) = -7.648
- F_max (eV/Å) = 5.69
- calculated total energy (eV) = -23973.3929

---

In the order shown, the computed energy relative to the best compared isomer or geometry (same formula, charge and spin) values come out to 591.4, 305.6, 233.5, 165.8, 73.3, 145.3, 1194.6, 247.3 kJ/mol.